1 | {"formula": "C5H9N2OS", "method": "ωB97M-V with the def2-TZVPD basis set", "species": ["C", "C", "C", "C", "C", "N", "N", "O", "S", "H", "H", "H", "H", "H", "H", "H", "H", "H"], "xyz": [[1.51618, -1.76996, 2.17933], [1.55817, -1.54625, 3.55154], [0.56078, 0.24869, 2.41780], [0.93314, -0.68702, 1.54750], [0.84003, -0.38682, 0.10700], [-2.36976, 1.43005, -0.36958], [1.81915, -0.56118, -0.79168], [-0.24625, 0.10991, -0.29696], [0.84972, -0.09264, 4.08112], [1.78680, -2.77341, 1.81490], [1.92702, -2.27688, 4.29852], [0.17201, 1.17968, 2.20444], [-2.62230, 1.89073, 0.52024], [-3.02595, 0.70850, -0.54831], [-2.08871, 1.88717, -1.22662], [2.59447, -1.05552, -0.45340], [1.75629, -0.68118, -1.76396], [-1.48009, 0.80394, -0.20449]], "mulliken_charge": [-0.750, -0.184, -0.601, 0.590, 0.336, -0.498, -0.369, -0.694, -0.066, 0.356, 0.404, 0.502, 0.366, 0.372, 0.364, 0.244, 0.253, 0.377], "charge": 1, "e_homo_ev": -12.34, "spin_multiplicity": 1, "lumo_energy_ha": -0.116}

=====

2 | {"formula": "C5H9N2OS", "method": "ωB97M-V with the def2-TZVPD basis set", "species": ["C", "C", "C", "C", "C", "N", "N", "O", "S", "H", "H", "H", "H", "H", "H", "H", "H", "H"], "xyz": [[-1.74939, 0.31390, 0.98678], [2.03234, -0.19171, -0.47973], [-1.67182, -1.16735, 1.02431], [-0.93597, 0.03753, -1.03903], [1.53556, 0.72711, 0.34106], [-1.36328, 0.89666, -0.07821], [-0.61245, 0.47780, -2.23065], [2.38490, -1.44315, -0.14554], [-1.01407, -1.63690, -0.60010], [-2.11193, 0.88959, 1.82312], [2.14908, -0.02223, -1.54207], [-1.01823, -1.52773, 1.82283], [-2.65139, -1.62675, 1.17344], [1.30554, 1.71566, -0.00132], [1.44939, 0.54745, 1.40022], [-0.64504, 1.47035, -2.42092], [-0.32689, -0.14775, -2.96851], [2.47955, -1.53524, 0.81154]], "mulliken_charge": [-0.095, 0.049, -0.483, 0.544, -0.870, -0.480, -0.268, -0.462, -0.025, 0.432, 0.399, 0.342, 0.436, 0.314, 0.297, 0.286, 0.254, 0.330], "charge": 1, "e_homo_ev": -12.70, "spin_multiplicity": 1, "lumo_energy_ha": -0.184}

=====

Out of the structures above, which one is the most stable? Solution: 1.